Record 1
Molecular formula: C30H30As2Cl2MoNO3
Method: DFT, ωB97M-V/def2-TZVPD

```
69
Properties=species:S:1:pos:R:3:forces:R:3
Mo 0.0234 0.4600 0.6270 0.5501 0.2355 -1.3032
C 0.6134 1.1468 4.6929 0.0478 0.2792 -0.1260
As 0.3565 0.0881 3.0613 0.1577 -0.8320 1.5118
C 1.8692 -1.1060 3.4063 0.2061 -0.1270 -0.0587
C -1.1555 -1.0712 3.5148 -0.1092 0.0583 0.0110
C -1.7652 -1.0272 4.7658 0.2078 0.1119 -0.0261
C -2.8981 -1.7793 5.0342 0.0267 0.0200 0.0264
C -3.4312 -2.5938 4.0527 0.0713 0.0231 -0.0476
C -2.8069 -2.6772 2.8181 0.0029 -0.0981 -0.1603
C -1.6763 -1.9205 2.5288 0.0366 0.0351 0.1515
As -0.7822 -2.0369 0.7877 -1.6294 -0.8824 0.6628
C -2.2327 -2.8050 -0.3089 0.1101 0.2253 -0.1042
C 0.2279 -3.7289 1.0384 0.3685 0.4732 -0.1958
H 1.0040 0.4797 5.4705 -0.1297 0.0831 -0.2549
H -0.3025 1.6253 5.0436 0.0922 -0.1298 -0.1349
H 1.3591 1.9250 4.4909 -0.1601 -0.2004 -0.0013
H 1.6528 -1.7552 4.2612 -0.0859 0.2009 -0.1413
H 2.7362 -0.4819 3.6488 -0.1344 -0.1004 -0.1244
H 2.1168 -1.7168 2.5378 -0.0400 0.1308 0.0485
H -1.3555 -0.3929 5.5425 -0.0573 -0.0016 -0.0091
H -3.3669 -1.7238 6.0047 -0.0277 0.0353 0.0882
H -4.3304 -3.1599 4.2421 -0.0450 -0.0808 0.0182
H -3.2290 -3.3349 2.0707 -0.0072 -0.0251 -0.0362
H -2.4244 -3.8294 0.0227 0.0523 0.1925 0.0333
H -1.9503 -2.8413 -1.3643 0.0911 0.0759 0.1662
H -3.1416 -2.2062 -0.2192 0.1463 -0.0287 0.0599
H -0.2457 -4.3101 1.8337 -0.1106 0.2551 -0.1354
H 1.2654 -3.5344 1.3049 -0.0373 0.0162 -0.0220
H 0.2067 -4.2914 0.1019 -0.0179 0.1660 0.0764
O 0.1599 0.1164 -1.5726 -0.1019 -0.1550 -0.3056
C 1.5237 0.0422 -2.0637 0.9310 -0.0228 0.0706
C 2.4330 -0.1656 -0.8026 1.1239 0.6552 -2.0194
O 3.6344 -0.1225 -0.8744 -0.5076 -0.0023 0.0757
O 1.7410 -0.4492 0.2424 -0.2932 0.0205 1.8675
C 1.7863 -1.2354 -2.8330 -0.3000 -0.1225 -0.1228
C 2.8634 -1.3240 -3.7092 -0.1689 0.0369 0.0789
C 3.1381 -2.5255 -4.3378 0.0266 0.0095 -0.0565
C 2.3536 -3.6403 -4.0934 -0.0572 -0.0399 0.0780
C 1.3084 -3.5623 -3.1885 -0.0088 -0.1195 -0.0570
C 1.0321 -2.3658 -2.5549 -0.2569 0.1402 0.2019
C 1.7827 1.2976 -2.8609 0.0190 -0.0298 0.1026
C 1.1560 1.4211 -4.1005 0.1038 0.0099 0.0860
C 1.2929 2.5862 -4.8327 -0.0879 0.0172 -0.0230
C 2.0500 3.6341 -4.3325 0.0171 0.0225 -0.0105
C 2.6736 3.5105 -3.1037 0.0152 0.0850 0.0737
C 2.5371 2.3484 -2.3618 0.0048 -0.1017 -0.0012
H -0.3664 0.6453 -2.2018 0.1328 -0.0642 0.4002
H 3.4845 -0.4590 -3.8826 0.0543 0.0820 -0.0579
H 3.9654 -2.5974 -5.0267 0.0915 0.0392 -0.0541
H 2.5585 -4.5703 -4.5981 0.0565 -0.1182 -0.0612
H 0.7071 -4.4335 -2.9810 -0.0792 -0.1291 0.0136
H 0.2188 -2.2950 -1.8326 0.1496 -0.0350 -0.2659
H 0.5832 0.5944 -4.5004 -0.0267 -0.0806 -0.0567
H 0.8131 2.6751 -5.7950 -0.0487 0.0105 -0.0954
H 2.1582 4.5445 -4.9022 0.0188 0.0593 -0.0644
H 3.2735 4.3194 -2.7169 0.0578 0.0971 0.0276
H 3.0479 2.2422 -1.4154 0.0516 0.0431 0.0371
Cl -2.2995 2.1677 -1.8941 -0.3405 0.1209 -0.5172
C -2.4626 3.2805 -0.5839 0.3970 -0.3025 0.4933
C -3.2540 4.4043 -0.6631 -0.0684 0.0361 0.0033
C -3.3464 5.2419 0.4396 0.0774 -0.1333 0.0042
C -2.6567 4.9610 1.6113 -0.0790 -0.0090 -0.0732
C -1.8733 3.8277 1.6796 0.0647 -0.5086 -0.4787
Cl -1.0201 3.3642 3.0981 -0.0352 0.4173 0.3695
C -1.7565 2.9480 0.5862 -1.1996 2.1399 -0.3107
N -1.0430 1.8305 0.6578 0.6611 -2.3521 0.6284
H -3.8085 4.6162 -1.5640 0.0190 0.0074 -0.0904
H -3.9751 6.1152 0.3855 -0.0460 0.1210 0.0131
H -2.7492 5.6107 2.4658 0.0564 0.0444 0.1240
```
Forces are in eV/Å.

## Properties
**Charge**: +1
**LUMO level**: -0.1424 Ha
**Orbital gap**: 7.3 eV
**Highest occupied orbital energy**: -11.21 eV


Record 2
Molecular formula: C30H30BF4IrN4O5PS
Method: DFT, ωB97M-V/def2-TZVPD

```
77
Properties=species:S:1:pos:R:3:forces:R:3
Ir -5.3525 -14.2086 13.4908 0.5513 0.1613 -0.2170
O -5.1553 -17.3134 12.3169 1.2509 0.6897 1.0397
N -4.5553 -16.4239 13.2788 -1.5820 0.4597 -1.4398
C -3.4471 -16.8233 13.7275 -0.8389 -0.3557 0.0177
C -2.6941 -16.0916 14.7636 -0.0561 -1.2561 -1.0933
C -2.1933 -16.9559 15.7226 0.3531 1.2381 0.4245
C -1.5175 -16.4022 16.7868 0.6500 0.1436 0.8589
C -1.3224 -15.0419 16.8620 0.4350 1.8140 0.0157
C -1.7674 -14.1726 15.8409 -0.1678 -1.6621 0.1290
C -2.4455 -14.7142 14.7677 0.0286 -0.1694 0.5806
P -3.0914 -13.6279 13.4887 -1.0595 0.5279 0.4941
C -2.1282 -14.0370 12.0628 1.7886 -0.5009 0.4664
C -0.7275 -14.2227 12.2711 -0.7338 0.3819 -0.5647
C 0.0435 -14.5284 11.1563 0.0142 -0.2278 0.2228
C -0.5079 -14.7030 9.8865 0.0592 -0.0277 -0.5641
C -1.8760 -14.5545 9.7285 -0.7163 -0.2034 -1.0970
C -2.6724 -14.2332 10.8178 -0.4553 -0.0325 -0.1657
C -2.6186 -11.9054 13.9038 0.8813 -0.6178 -1.3452
C -3.2068 -11.2682 14.9881 -0.8030 -1.6305 -0.1016
C -2.8178 -10.0164 15.3224 -0.3951 0.6676 0.9537
C -1.8006 -9.3582 14.6686 -0.2470 1.1993 -0.4223
C -1.2475 -9.9363 13.5372 -0.2063 -1.6771 -0.6019
C -1.6483 -11.2348 13.1067 -0.4924 0.8835 1.4466
H -6.0864 -17.0547 12.3042 -0.0983 0.0781 0.0602
H -3.2700 -17.8479 13.4426 0.9321 -0.3396 0.0746
H -2.3015 -18.0113 15.6948 -0.3020 -0.7140 -0.3516
H -1.0874 -17.0165 17.5729 -0.1959 -0.0528 -0.1451
H -0.7669 -14.5773 17.6917 -0.3294 -0.5060 -0.3299
H -1.6578 -13.1192 15.7777 0.5974 0.7105 0.7611
H -0.2968 -14.0613 13.2772 -0.1524 -0.2544 -0.7884
H 1.0956 -14.6987 11.2434 0.5054 0.0744 0.2703
H 0.1517 -14.9601 9.0274 -0.6473 0.2195 0.7993
H -2.4200 -14.7031 8.7641 0.9052 0.0665 0.7483
H -3.7493 -14.1577 10.7057 0.2457 -0.0818 -0.1462
H -3.9938 -11.7614 15.5876 0.4597 0.2423 -0.5175
H -3.3889 -9.5842 16.1264 0.2541 0.4992 0.2413
H -1.6120 -8.3169 14.9835 0.3731 -0.7400 -0.3330
H -0.4844 -9.5004 12.9266 0.2656 0.6788 0.0263
H -1.1989 -11.6585 12.2011 -0.2582 0.0635 0.5524
N -5.7159 -13.2454 11.5329 -0.4899 -0.3325 -0.5332
C -5.2808 -12.2413 11.1404 0.3136 1.2664 0.2957
N -4.8288 -11.0512 10.8462 0.3104 -0.3289 -0.1664
C -5.0189 -9.8999 11.8147 1.8827 -0.9741 -0.6472
C -5.1418 -8.6916 10.9434 -0.6162 0.5918 0.3056
O -4.0834 -8.5431 10.0019 -0.0213 0.9650 1.4531
C -3.9539 -9.5670 9.0596 -0.5067 -0.1631 -0.3010
C -3.6921 -10.8741 9.8770 -0.7385 0.1591 -0.8582
H -4.0358 -9.8502 12.3097 -0.3757 0.0271 0.3978
H -5.8156 -10.1024 12.5275 -0.0475 0.1044 -0.2657
H -5.2075 -7.8150 11.6311 0.2816 -0.3429 -0.9512
H -6.0705 -8.8150 10.4049 -0.5584 0.3729 -0.3381
H -3.1209 -9.1771 8.4086 -0.6870 -1.1399 0.5429
H -4.9056 -9.5994 8.4694 0.7094 -0.3992 0.1954
H -2.7684 -10.7000 10.3848 0.5287 0.1437 0.9107
H -3.5339 -11.8183 9.3471 -0.4058 0.3287 -0.3418
F -8.1918 -12.1723 15.3511 -0.5858 -0.1233 0.3322
B -6.9256 -11.8112 15.0518 1.0181 0.1533 -0.0859
F -6.3960 -10.7291 15.7384 -0.3379 -0.7827 -0.4990
F -6.7997 -11.6768 13.6379 0.1738 0.0063 0.3840
F -6.0588 -13.0414 15.3699 -0.1826 0.6043 0.0441
N -7.5073 -14.7070 13.6351 -0.0910 -2.0083 0.9976
C -7.9026 -16.1085 13.3841 0.4683 0.0620 1.3463
C -7.5339 -17.0981 14.2908 0.5731 0.4754 -0.2090
C -7.7601 -18.4455 14.0742 0.6065 0.3125 1.1171
C -8.5081 -18.8608 12.9973 0.0423 1.1989 -1.0267
C -9.0265 -17.8949 12.1332 0.8200 1.5735 -0.0224
C -8.6188 -16.5217 12.3114 -2.4300 0.0211 -1.9853
S -8.8556 -20.5123 12.5719 2.2924 0.7900 0.3161
O -10.2071 -20.4397 12.2326 -2.9221 -0.8600 -0.9668
O -8.1403 -20.8072 11.2331 -0.2674 0.0388 0.7053
O -8.3207 -21.3411 13.5856 0.2393 -0.7694 0.2623
H -7.8475 -14.3824 14.5468 0.2082 -0.2925 0.0292
H -7.9426 -14.0856 13.0131 -0.8162 0.9174 -1.4140
H -6.9219 -16.7563 15.0920 0.3138 -0.1718 0.8800
H -7.3182 -19.1117 14.8100 -0.2704 -0.2766 -0.3272
H -9.6988 -18.1956 11.3178 0.4519 0.3676 0.3717
H -9.0294 -15.6832 11.6892 0.3032 -1.2649 0.0928
```
Forces are in eV/Å.

## Properties
**Charge**: +1
**LUMO level (spin up / spin down)**: -0.1095 / -0.2175 Ha
**ΔE to the lowest compared entry with this formula, charge and spin**: 8.3 kcal per mole
**Orbital gap (spin up / spin down)**: 7.4 / 6.2 eV
**Highest occupied orbital energy (spin up / spin down)**: -10.36 / -12.14 eV
**Spin multiplicity**: 5


Record 3
Molecular formula: C30H30CrF7N6O7S5
Method: DFT, ωB97M-V/def2-TZVPD

```
86
Properties=species:S:1:pos:R:3:forces:R:3
Cr 1.1210 2.4047 -0.3328 1.8583 1.4591 2.3328
C -3.1778 -3.6153 -2.0957 1.1523 -0.2690 0.5405
C -2.9880 -3.1418 -0.6378 0.9698 -0.1841 -0.2063
N -1.8100 -2.2356 -0.3961 -0.7945 -0.4641 -1.5657
C -2.1008 -0.9076 -0.3288 1.7151 -0.5344 0.6317
C -1.0964 0.0067 -0.0792 0.0273 0.8191 -0.2872
C -1.5661 1.3884 0.3506 -0.1789 0.7596 -0.5599
O -2.7938 1.4235 0.5400 0.9506 0.7453 0.0582
O -0.7063 2.3621 0.4505 -1.7067 -1.6485 -0.3720
C 0.2989 -0.3301 -0.1471 0.5094 1.7759 0.8190
O 1.2859 0.4929 -0.0193 -1.8750 -2.2497 -0.4820
C 0.5615 -1.7270 -0.2561 0.6045 -2.5414 0.1379
C 1.8445 -2.2682 0.0463 -0.1559 0.1866 0.1665
C 2.0400 -3.6234 -0.0134 -0.7672 -0.7646 0.1054
F 3.1512 -4.1658 0.5808 -0.2623 0.3420 -0.5414
C 1.0542 -4.5585 -0.5139 1.0039 2.7332 0.6320
C -0.2104 -3.9998 -0.7242 0.6917 -3.1197 -0.2564
C -0.4736 -2.6935 -0.4793 -1.1915 3.4399 0.7662
N 1.4288 -5.8762 -0.7213 -1.3192 -1.5825 -0.1492
C 2.7297 -6.1804 -1.3188 0.1289 0.5216 1.2627
C 2.9063 -7.6839 -1.4605 1.1242 0.2059 0.7147
N 1.6663 -8.3672 -1.9146 -0.2135 1.5422 -2.4783
C 0.4459 -8.1584 -1.0131 0.0411 -0.5208 -0.9744
C 0.5869 -6.9454 -0.1428 0.1395 1.1418 0.4195
H -3.6812 -4.5861 -2.0545 -0.0588 0.1839 -0.2840
H -2.1908 -3.7411 -2.5890 -0.6640 0.0228 0.1695
H -3.7518 -2.9061 -2.6668 -0.2274 0.1871 -0.2364
H -2.8602 -4.0055 0.0294 -0.1182 0.2671 -0.1042
H -3.8899 -2.6063 -0.3493 0.2268 0.0387 0.3386
H -3.1589 -0.6608 -0.4093 0.5087 0.2967 0.3230
H 2.6253 -1.6290 0.4862 -0.4189 -0.1708 -0.4574
H -1.0118 -4.6642 -1.0520 0.2232 0.2032 0.1437
H 3.5371 -5.7420 -0.6634 -0.4718 -0.8264 -0.7882
H 2.8174 -5.6772 -2.2802 -0.1069 -0.0112 -0.2434
H 3.1584 -8.1566 -0.5065 0.0711 0.1591 -0.0740
H 3.7211 -7.8921 -2.1815 -0.5295 -0.0285 0.3843
H 1.9336 -9.3304 -2.1071 -0.5433 -0.2358 0.1869
H 1.4707 -7.9247 -2.8863 0.0331 -1.0050 1.9105
H 0.3012 -9.0286 -0.3887 0.1393 -0.3869 -0.0729
H -0.4040 -8.0805 -1.7032 0.2773 -0.0006 0.2024
H 0.8321 -7.2095 0.8949 0.6729 -0.1069 -0.1986
H -0.4416 -6.6025 -0.0097 0.1547 0.4216 -0.2266
S 3.5571 2.5830 -0.9341 -1.4991 -1.0238 -0.7595
C 4.1540 3.5173 0.3591 0.2872 1.6437 2.3244
C 5.4734 4.0388 0.3284 -1.4638 -0.8199 -0.7458
C 5.9866 4.7822 1.3451 0.0558 1.1386 1.2695
C 5.1465 5.2035 2.3944 -0.0732 0.1600 -0.3643
C 3.8007 4.8744 2.3731 -0.1911 -0.7718 0.0507
C 3.3230 3.8795 1.4888 2.5753 0.8553 -1.4106
S 1.8500 3.1400 1.8148 -1.9820 -1.1231 -0.1742
H 6.0082 3.8676 -0.5842 0.5280 -0.1743 -0.2278
H 6.9896 5.2048 1.3055 -0.0655 -0.3363 -0.0620
H 5.5253 5.8239 3.1997 0.0383 0.1527 -0.2006
H 3.0579 5.3098 3.0555 0.5788 -0.3130 0.0365
F -1.1125 6.6446 -1.7146 0.9533 -0.6024 0.0920
C 0.2333 6.8007 -1.7656 -0.9630 0.3803 -0.6328
F 0.5498 7.6102 -0.7442 0.3693 -0.9312 -0.6522
F 0.4785 7.4306 -2.9317 0.2676 -0.1516 0.5690
S 1.2577 5.1708 -1.8233 -0.0095 0.2982 2.2966
O 0.7278 4.3923 -0.6819 0.2316 0.9230 -0.8188
O 2.6059 5.6315 -1.7575 -0.8066 0.0359 -0.4852
N 0.8285 4.4879 -3.1592 -0.0376 0.2265 -1.2445
S 0.3344 3.0387 -3.3614 -0.5028 -2.4385 0.3871
O 0.5942 2.4111 -4.6428 -0.1842 1.4035 1.2539
O 0.6827 2.1255 -2.2210 -1.0106 0.7458 -2.2154
C -1.5980 3.0830 -3.3099 0.8608 -0.0628 1.1998
F -2.0271 1.8524 -3.0406 0.0941 -0.3790 0.0924
F -2.0482 3.4220 -4.4831 -0.3124 0.5415 -0.9640
F -2.1062 3.8976 -2.3748 0.5850 -0.1301 -0.4106
C -5.6168 1.9012 2.2880 0.8256 0.2265 0.0568
C -4.2293 2.2649 2.7523 0.3563 0.1423 1.3011
C -3.7301 3.5430 2.8535 -1.4308 -0.5766 -0.4701
C -2.4498 3.7190 3.3869 0.1878 0.6865 0.0145
N -1.7342 2.7296 3.8572 0.9288 1.6079 0.1634
C -2.2001 1.5085 3.8234 -0.4366 -1.1795 -0.0849
S -1.4158 0.1951 4.4571 0.3847 -0.8443 0.2167
N -3.4267 1.2995 3.2540 -1.0298 -0.7086 -0.2647
C -1.8364 5.0828 3.4594 1.0913 -0.1481 0.4645
H -6.0380 2.8044 1.8704 -0.2923 -0.0391 -0.3918
H -6.2943 1.5333 3.0562 0.2826 0.0997 0.4047
H -5.5237 1.1054 1.5635 -0.0945 -0.0379 -0.5461
H -4.3976 4.3430 2.5576 0.4201 0.2061 -0.0702
H -3.6869 0.3121 3.2673 -0.0905 0.5080 -0.1653
H -2.5009 5.8449 3.8321 -0.5460 0.2322 -0.1687
H -1.4130 5.3735 2.4947 -0.2428 -0.0292 -0.0821
H -0.9836 5.0592 4.1549 -0.2581 -0.1945 -0.2691
```
Forces are in eV/Å.

## Properties
**Charge**: 0
**LUMO level (spin up / spin down)**: -0.0901 / -0.0901 Ha
**ΔE to the lowest compared entry with this formula, charge and spin**: 12.3 kcal per mole
**Orbital gap (spin up / spin down)**: 2.3 / 2.4 eV
**Highest occupied orbital energy (spin up / spin down)**: -4.72 / -4.85 eV
**Spin multiplicity**: 4


charge of number 1 (C30H30As2Cl2MoNO3)? +1